Below is a molecular structure, C30H32ErN2OP3S, with properties calculated with the ωB97M-V functional and the def2-TZVPD basis.

Each line ends with the Löwdin spin population.
Atoms and positions in Å:
Er1 0.646589 -0.032385 0.535365  3.02
O1 2.455422 -0.363097 1.356841  -0.01
N1 0.045423 -1.903118 -0.499703  0.00
C1 -0.125925 -3.132723 -0.841689  0.00
C2 -0.275524 -3.519960 -2.273850  0.00
C3 -0.697696 -4.787710 -2.665803  0.00
C4 -1.283437 -4.924295 -3.930063  0.00
C5 -1.298981 -3.854618 -4.865042  0.00
C6 -0.739663 -2.626881 -4.517919  0.00
C7 -0.249757 -2.434167 -3.208944  0.00
P1 0.109481 -0.749787 -2.680764  0.00
C8 1.751333 -0.160970 -3.212541  0.00
C9 2.919341 -0.945040 -3.436393  0.00
C10 4.043960 -0.307988 -3.955219  0.00
C11 4.003247 1.082651 -4.301536  0.00
C12 2.982160 1.885577 -3.748261  0.00
C13 1.942713 1.242969 -3.127216  0.00
C14 -1.165772 0.385429 -3.289444  0.00
C15 -0.846278 0.933653 -4.549560  0.00
C16 -1.722761 1.830786 -5.171283  0.00
C17 -2.975238 1.985721 -4.620982  0.00
C18 -3.286370 1.495366 -3.347828  0.00
C19 -2.377295 0.698135 -2.646035  0.00
H1 3.288238 0.140960 1.120922  0.00
H2 -0.220579 -3.931410 -0.066251  0.00
H3 -0.624508 -5.621486 -1.974641  0.00
H4 -1.707230 -5.902378 -4.159603  0.00
H5 -1.772871 -3.923496 -5.882007  0.00
H6 -0.712147 -1.741952 -5.194367  0.00
H7 2.839441 -2.028178 -3.325973  0.00
H8 4.981480 -0.863122 -4.073510  0.00
H9 4.748794 1.555969 -4.911489  0.00
H10 2.995533 2.962510 -3.751652  0.00
H11 1.222177 1.839654 -2.555484  0.00
H12 0.132650 0.746854 -5.005869  0.00
H13 -1.406471 2.336544 -6.090058  0.00
H14 -3.742493 2.654545 -5.096944  0.00
H15 -4.314063 1.594415 -2.936029  0.00
H16 -2.625061 0.341703 -1.643955  0.00
C20 -2.368483 -1.401760 2.771532  0.00
P2 -0.734449 -0.675275 3.295103  0.00
C21 -0.337318 -2.029579 4.537913  0.00
C22 -1.127530 0.785866 4.380470  0.00
C23 -2.349828 1.217720 4.958903  0.00
C24 -2.327339 2.293466 5.853025  0.00
C25 -1.168544 2.923420 6.221713  0.00
C26 0.059996 2.480665 5.735086  0.00
C27 0.006213 1.551829 4.684267  0.00
P3 1.494016 1.168989 3.734306  0.00
C28 1.961076 2.820515 3.150063  0.00
C29 2.783847 0.514902 5.001022  0.00
H17 -2.866171 -1.925823 3.585490  0.00
H18 -2.156018 -2.080153 1.931881  0.00
H19 -2.943596 -0.527803 2.360838  0.00
H20 0.710474 -2.309961 4.676407  0.00
H21 -0.955932 -2.913776 4.190204  0.00
H22 -0.713289 -1.826429 5.534305  0.00
H23 -3.282090 0.642842 4.828747  0.00
H24 -3.301119 2.691519 6.224907  0.00
H25 -1.267239 3.795170 6.897227  0.00
H26 0.981645 2.901475 6.116252  0.00
H27 2.236033 2.801694 2.040492  0.00
H28 2.825374 3.171524 3.702097  0.00
H29 1.171036 3.520286 3.261629  0.00
H30 3.415183 -0.218293 4.455557  0.00
H31 2.156250 0.075282 5.842214  0.00
H32 3.388892 1.325877 5.381353  0.00
S1 -2.076265 3.014663 -0.105560  0.00
C30 -0.617681 2.373319 -0.240060  0.00
N2 0.464995 1.879144 -0.462605  -0.01

Cartesian forces, eV/Å:
0.744 -0.377 3.470
1.694 0.871 -1.709
-0.537 -1.102 -1.894
0.417 1.288 -0.392
-0.229 1.374 -0.279
-0.170 0.691 -0.319
0.348 0.214 -0.595
-0.366 -0.528 -0.264
0.450 0.830 0.640
-0.532 -0.974 -0.097
0.823 -1.506 0.282
0.267 0.401 1.549
-0.860 0.103 -0.673
0.133 0.617 -0.239
-0.894 -0.608 1.196
0.764 -1.164 -0.340
-1.498 0.169 0.271
0.322 0.076 0.326
0.452 0.707 -0.019
0.623 -0.910 -0.184
-1.423 1.646 0.398
-0.594 -1.080 0.176
0.023 0.025 -0.417
-1.274 -1.088 0.622
0.214 0.693 -0.399
-0.242 0.067 -0.089
0.054 0.374 -0.258
0.543 -0.303 1.271
-0.221 -1.071 0.299
0.394 0.272 -0.003
-0.554 0.132 -0.337
0.545 -0.116 0.043
0.204 0.116 -0.193
0.078 -0.190 -0.609
-0.506 0.057 0.178
-0.310 -0.321 0.329
0.939 -0.848 0.320
0.987 0.305 -0.290
0.120 0.012 -0.374
0.097 1.401 -0.406
-1.162 -0.746 -0.087
-0.379 -0.869 -0.633
-0.476 0.871 -0.034
0.399 -1.136 0.217
-1.973 -0.116 -0.701
0.660 0.882 0.902
-1.421 0.211 -0.599
1.214 -0.482 1.172
0.285 -0.905 0.232
1.599 -0.225 -1.483
-1.543 -0.061 -0.566
-0.328 0.163 -0.171
-0.146 0.047 0.371
0.055 -0.964 0.439
-0.103 0.114 -0.417
1.082 0.803 0.266
-0.229 0.537 0.084
0.509 0.472 -0.148
0.926 -0.509 -0.228
0.374 -0.755 -0.283
0.074 0.080 -0.332
-0.243 -0.035 1.459
0.212 0.311 0.010
-0.797 0.569 0.189
-0.463 0.329 0.645
1.045 0.287 -1.094
0.187 0.153 0.183
0.699 -0.315 0.287
0.170 0.199 -0.870
-1.251 0.839 0.196

total charge	+2
DFT total energy	-3783.8647	hartree
Kohn-Sham gap (spin up / spin down)	0.1333 / 0.1338	Ha
spin multiplicity	4
LUMO (spin up / spin down)	-8.38 / -8.37	eV